[1]
Density functional theory data (the ωB97M-V functional and the def2-TZVPD basis) for 10 unconnected molecules or ions with the total composition C21H53Cl2N7O14 in a non-equilibrium geometry.

CARTESIAN COORDINATES (ANGSTROEM)
C: 1.49060 4.93280 1.08993
N: 1.69695 6.41075 1.12899
O: 1.36800 6.97335 2.15342
O: 2.07703 6.98266 0.13477
H: 2.02644 4.52524 1.94304
H: 1.85490 4.55820 0.14268
H: 0.42865 4.80058 1.26753
C: 4.22338 -2.09681 -2.85923
N: 5.59514 -2.27351 -3.40406
O: 5.81128 -1.95570 -4.54435
O: 6.40743 -2.73396 -2.63813
H: 3.46922 -1.95532 -3.62089
H: 4.27546 -1.20571 -2.23024
H: 4.09239 -2.92820 -2.17436
C: -1.64785 -5.80224 -4.19122
N: -1.47454 -4.36757 -4.45919
O: -1.23406 -3.64550 -3.50686
O: -1.60923 -3.98510 -5.59382
H: -1.68017 -6.02997 -3.12662
H: -0.72480 -6.30925 -4.48422
H: -2.51859 -6.17942 -4.71057
C: 4.89669 2.00026 -1.78324
N: 4.37188 3.40482 -1.92511
O: 3.94869 3.72468 -3.01168
O: 4.44633 4.13634 -0.96151
H: 5.77498 2.11475 -1.15058
H: 5.24601 1.72563 -2.77127
H: 4.11806 1.43595 -1.28443
C: 3.99371 -2.22364 2.54168
N: 3.74944 -1.34121 3.72244
O: 4.50419 -0.40637 3.86538
O: 2.81924 -1.60926 4.44049
H: 5.06739 -2.26553 2.38934
H: 3.53305 -1.79034 1.66047
H: 3.58433 -3.19396 2.80012
C: -4.75301 -0.84654 -1.60474
N: -3.29008 -0.74008 -1.84748
O: -2.56942 -1.37581 -1.09807
O: -2.89842 -0.06260 -2.77035
H: -5.25450 -0.08724 -2.19228
H: -4.93273 -0.72256 -0.54192
H: -5.01546 -1.85538 -1.91423
C: -0.49090 -3.89457 -0.17136
N: -0.44225 -5.30163 0.30650
O: -1.31704 -6.05100 -0.06283
O: 0.47971 -5.61976 1.02103
H: -0.02813 -3.27735 0.58806
H: -1.55660 -3.67391 -0.18613
H: -0.05832 -3.80634 -1.16069
C: -0.91469 4.81037 -2.14115
C: -2.01243 3.82868 -1.67940
C: -2.09260 3.63375 -0.17548
C: -3.10310 2.52736 0.18199
C: -3.46865 2.52072 1.66996
C: -4.48107 1.42388 2.00856
H: -0.03770 4.74438 -1.49047
H: -1.17191 5.87069 -2.07432
H: -0.58131 4.59924 -3.15564
H: -2.94802 4.07802 -2.18158
H: -1.70686 2.88039 -2.13739
H: -2.41746 4.54198 0.33956
H: -1.10206 3.35760 0.19017
H: -4.01281 2.59941 -0.42192
H: -2.64642 1.55708 -0.05224
H: -2.52988 2.30213 2.18932
H: -3.82150 3.50437 1.98198
H: -5.33632 1.39282 1.33292
H: -3.96695 0.46302 2.01608
H: -4.86342 1.61086 3.01460
C: 0.90873 1.64857 3.11708
C: 0.22662 0.36526 2.67733
C: -0.22794 -0.49612 3.85707
C: -0.62415 -1.93185 3.55580
C: -1.80346 -1.98616 2.56351
C: -2.46482 -3.35317 2.52854
H: 1.78396 1.45261 3.74754
H: 0.25353 2.34662 3.63628
H: 1.38002 2.13917 2.25728
H: -0.69464 0.62907 2.14445
H: 0.91751 -0.23111 2.07987
H: -1.03373 0.01528 4.40088
H: 0.59276 -0.49324 4.58711
H: 0.21387 -2.42635 3.05233
H: -0.88510 -2.42933 4.48797
H: -2.54758 -1.24934 2.88693
H: -1.48505 -1.67567 1.56538
H: -2.99269 -3.57382 3.45653
H: -3.16669 -3.50995 1.70579
H: -1.68990 -4.11895 2.39849
Cl: 1.66993 -1.20462 -0.36869
C: 0.75961 -0.66383 -1.80140
C: 0.15696 0.69810 -1.66699
Cl: 1.40271 1.95909 -1.33257
H: 0.10251 -1.47240 -2.11657
H: 1.49569 -0.63467 -2.60899
H: -0.55455 0.82672 -0.85587
H: -0.33339 1.01071 -2.58483

Properties
HOMO-LUMO gap, eV: 10.20
LUMO level, eV: -0.529
Structure (SMILES): C[N+](=O)[O-].C[N+](=O)[O-].C[N+](=O)[O-].C[N+](=O)[O-].C[N+](=O)[O-].C[N+](=O)[O-].C[N+](=O)[O-].CCCCCC.CCCCCC.ClCCCl
E_HOMO, eV: -10.73
DFT total energy, eV: -86758.0543

Atomic partial charges in e from the Löwdin method, atoms 1 to 5:
1. C 0.029
2. N -0.450
3. O 0.053
4. O 0.076
5. H 0.096

=====

[2]
Density functional theory data (the ωB97M-V functional and the def2-TZVPD basis) for 2 unconnected molecules or ions with the total composition C6H14N5O2P in a non-equilibrium geometry.

CARTESIAN COORDINATES (ANGSTROEM)
C: 0.21626 3.25030 -1.51280
C: -0.36010 2.13474 0.11515
C: -2.27601 -0.24627 -2.13352
C: 2.41933 0.09893 0.99675
C: 1.46504 -2.21693 0.33739
C: -2.32167 -0.78438 -0.70107
N: -0.37104 3.34686 -0.27541
N: 0.67131 2.07039 -1.86371
N: 0.35423 1.35302 -0.76817
N: -0.74256 1.27000 1.11919
N: 1.33047 -0.79473 0.51169
O: 0.36849 -1.18471 3.24979
O: -1.08166 -1.06687 -0.16202
P: -0.06311 0.00970 0.28612
H: 0.38214 4.17374 -1.99020
H: -1.30281 -0.60175 -2.45798
H: -3.16842 -0.49732 -2.72034
H: -2.22602 0.74636 -2.06960
H: 2.22881 1.17363 1.14234
H: 2.71620 -0.40765 1.94052
H: 3.29563 -0.09558 0.30304
H: 0.43642 -2.66335 0.15865
H: 2.14057 -2.31240 -0.53619
H: 1.98094 -2.48158 1.21907
H: -2.89788 -1.69389 -0.60530
H: -2.79800 -0.12860 0.01757
H: -0.25503 -0.54650 2.86191
H: -0.14153 -1.90517 3.53713

Properties
HOMO-LUMO gap, eV: 8.41
LUMO level, eV: 0.442
E_HOMO, eV: -7.97
ΔE to the lowest compared entry with this formula, charge and spin, kcal per mole: 68.91
DFT total energy, eV: -27280.9810

Atomic partial charges in e from the natural (NBO) method, atoms 1 to 5:
1. C 0.156
2. C 0.502
3. C -0.632
4. C -0.428
5. C -0.400

=====

[3]
Density functional theory data (the ωB97M-V functional and the def2-TZVPD basis) for 2 unconnected molecules or ions with the total composition C21H48BrFN2O8P4S in a non-equilibrium geometry.

CARTESIAN COORDINATES (ANGSTROEM)
C: -0.69678 4.11903 -1.43508
C: -1.28299 4.28713 -0.03172
C: -2.43030 3.36357 0.41176
Br: -3.79400 3.33368 -0.98300
C: -1.97960 1.97437 0.95728
P: -1.05005 2.42883 2.54983
O: -1.59230 1.72604 3.71708
O: 0.50330 2.14918 2.34563
O: -1.14747 3.99216 2.89615
C: -3.13478 1.04921 1.32105
N: -2.89981 -0.44188 1.16949
C: -2.24902 -0.98991 2.41525
C: -0.71956 -0.89324 2.57155
C: -0.07310 -2.28994 2.56036
C: 1.32518 -2.28739 3.20411
C: 2.26559 -1.14328 2.75784
C: 3.59292 -1.64473 2.14610
C: 4.44291 -0.40901 1.73454
C: 4.53107 -0.20677 0.22389
C: 5.23453 -1.34692 -0.53126
C: 5.26048 -1.02085 -2.03276
C: 3.90083 -1.25696 -2.70992
O: 4.13550 -1.83367 -3.97246
C: 2.92745 -2.05060 -4.69788
P: -4.60447 -1.18120 1.22287
O: -5.22136 -0.69921 2.63708
O: -5.55539 -0.56725 0.13762
S: -4.66903 -3.04117 1.05673
C: -2.20560 -0.79958 -0.12874
O: -3.09072 -1.31335 -1.06040
C: -1.31759 0.28638 -0.74760
P: 0.36552 -0.56671 -0.96525
N: 0.20226 -1.71759 -2.03705
P: -1.70110 0.81153 -2.46010
C: -0.30180 0.97793 -3.62198
C: -3.34061 0.57725 -3.18516
O: -0.98141 1.44051 0.09175
H: -1.40340 4.21506 -2.25226
H: -0.10411 3.21055 -1.49518
H: 0.03055 4.92844 -1.56231
H: -0.43857 4.28057 0.66114
H: -1.67989 5.30238 0.02987
H: -2.94446 3.83932 1.24600
H: 0.77470 2.37150 1.44085
H: -1.73026 4.09415 3.66108
H: -3.94919 1.28775 0.62437
H: -3.55109 1.23302 2.30652
H: -2.69561 -0.48394 3.26618
H: -2.50380 -2.03680 2.56751
H: -0.54176 -0.52497 3.58208
H: -0.21198 -0.19908 1.90896
H: -0.02286 -2.72485 1.55627
H: -0.67619 -2.96152 3.17503
H: 1.83192 -3.22685 2.97432
H: 1.24571 -2.22758 4.29049
H: 2.55317 -0.53323 3.61785
H: 1.83354 -0.45472 2.02943
H: 4.12572 -2.30351 2.82680
H: 3.31660 -2.13039 1.20597
H: 5.42693 -0.41477 2.20543
H: 3.93670 0.47337 2.14253
H: 3.55634 0.00073 -0.23275
H: 5.13622 0.68964 0.05011
H: 4.70219 -2.29070 -0.41624
H: 6.27024 -1.37474 -0.19053
H: 5.97278 -1.67186 -2.54032
H: 5.54289 0.01814 -2.21512
H: 3.34381 -0.31538 -2.82253
H: 3.30877 -1.91442 -2.05576
H: 2.77698 -3.12748 -4.81091
H: 2.05626 -1.64698 -4.18139
H: 3.03732 -1.61380 -5.69134
H: -5.54031 0.21334 2.52396
H: -5.72969 -1.29516 -0.55612
H: -1.59917 -1.67552 0.12589
H: -3.06983 -2.28112 -1.04279
H: 0.78344 -1.16502 0.23717
H: 1.31299 0.41965 -1.30874
H: 0.46112 -2.58708 -1.57666
H: 0.60801 1.38576 -3.19190
H: -0.12879 0.03244 -4.13648
H: -0.62532 1.67928 -4.39440
H: -3.51140 1.25693 -4.02104
H: -4.14215 0.74022 -2.46840
H: -3.49321 -0.43572 -3.56442
F: -6.30057 -2.87060 -1.05575

Properties
HOMO-LUMO gap, eV: 6.95
LUMO level, eV: -0.357
E_HOMO, eV: -7.31
DFT total energy, eV: -162664.2253

Atomic partial charges in e from the Löwdin method, atoms 1 to 5:
1. C -0.131
2. C -0.283
3. C -0.621
4. Br 0.830
5. C -0.437

=====

[4]
Density functional theory data (the ωB97M-V functional and the def2-TZVPD basis) for a molecular structure, C40H67FO21SSi2 in a non-equilibrium geometry.

CARTESIAN COORDINATES (ANGSTROEM)
C: 3.40746 1.96224 3.42410
C: 2.32576 2.73553 2.70265
F: 1.93374 3.80129 3.53833
C: 2.80513 3.25458 1.34780
Si: 2.62491 5.10931 1.07334
O: 1.04749 5.58895 0.71268
Si: 0.14247 4.72608 -0.35969
S: -1.00325 3.27549 0.88110
C: -1.11881 4.01255 2.48781
O: -0.31133 1.99192 0.89950
O: -2.33995 3.11441 0.36070
H: 3.12606 1.90898 4.46729
H: 3.39053 0.95329 3.03894
H: 4.37902 2.41892 3.31047
H: 1.48919 2.06589 2.57222
H: 2.38937 2.64414 0.55647
H: 3.87523 3.08626 1.31442
H: 2.98327 5.80129 2.32356
H: 3.60005 5.55725 0.06872
H: 0.89389 3.98700 -1.38268
H: -0.88867 5.60489 -0.92257
H: -1.84726 4.80660 2.42297
H: -0.17682 4.44337 2.78535
H: -1.45061 3.29250 3.22122
O: 0.61382 1.35183 -3.74884
C: -0.53100 1.05351 -3.55596
O: -1.26653 0.36744 -4.45907
C: -2.63316 0.24912 -4.00071
C: -2.56179 0.43644 -2.49170
C: -1.37908 1.38872 -2.34501
H: -3.22649 1.02458 -4.48955
H: -3.02379 -0.71963 -4.28735
H: -3.48811 0.80547 -2.05790
H: -2.32323 -0.51526 -2.01451
H: -1.68680 2.43401 -2.41329
H: -0.82670 1.22331 -1.42505
O: 1.57357 6.80541 -2.09205
C: 2.27577 6.31152 -2.92761
O: 3.20931 5.38349 -2.63866
C: 3.96106 5.04527 -3.82057
C: 3.05885 5.42617 -4.98634
C: 2.29266 6.61826 -4.41247
H: 4.89167 5.61588 -3.80866
H: 4.19773 3.98515 -3.79533
H: 3.60793 5.64491 -5.89934
H: 2.36577 4.61128 -5.19761
H: 2.81960 7.56136 -4.56432
H: 1.28065 6.69456 -4.79816
O: -4.19475 -1.50607 -6.10950
C: -3.35558 -1.86858 -6.88248
O: -2.38271 -2.73648 -6.52946
C: -1.44945 -2.91166 -7.62060
C: -2.22467 -2.50664 -8.86809
C: -3.16886 -1.43501 -8.32201
H: -0.58722 -2.26952 -7.43749
H: -1.11495 -3.94370 -7.63710
H: -1.58164 -2.16545 -9.67619
H: -2.80529 -3.35411 -9.23531
H: -2.71407 -0.44344 -8.32750
H: -4.12341 -1.40687 -8.83907
O: 0.49151 -5.20888 -6.08039
C: -0.16520 -5.59989 -5.15678
O: 0.30766 -6.48737 -4.25634
C: -0.73433 -6.85308 -3.32330
C: -1.73514 -5.70897 -3.37488
C: -1.60129 -5.24181 -4.82659
H: -1.16828 -7.80210 -3.64949
H: -0.30020 -6.98579 -2.34330
H: -2.73974 -6.00410 -3.08979
H: -1.42166 -4.91042 -2.70422
H: -2.25947 -5.79489 -5.49985
H: -1.77132 -4.18048 -4.93410
O: -3.29976 -5.55247 -0.56371
C: -2.30030 -5.62316 0.08600
O: -1.14722 -6.16553 -0.39912
C: -0.15589 -6.21022 0.65035
C: -0.58584 -5.15426 1.65906
C: -2.10737 -5.19256 1.52358
H: -0.15254 -7.21527 1.07670
H: 0.82089 -6.00589 0.21811
H: -0.22283 -5.35193 2.66494
H: -0.21083 -4.17657 1.35295
H: -2.56327 -5.94135 2.17312
H: -2.57165 -4.22637 1.69587
O: 6.89270 3.75835 3.38543
C: 7.22507 3.01248 2.51470
O: 7.01097 3.26987 1.20050
C: 7.41679 2.14286 0.40154
C: 8.41370 1.37883 1.26429
C: 7.88669 1.65612 2.67230
H: 6.53022 1.54965 0.16725
H: 7.85003 2.50740 -0.52618
H: 8.47731 0.32302 1.01041
H: 9.40824 1.81204 1.15232
H: 7.12742 0.93358 2.97543
H: 8.67583 1.70042 3.41627
O: 1.16874 -1.02436 4.29444
C: 0.16439 -0.49647 4.67040
O: -0.18524 -0.44280 5.97849
C: -1.48554 0.15509 6.12139
C: -1.68318 0.97664 4.85503
C: -0.90489 0.16253 3.81872
H: -2.22532 -0.64196 6.21930
H: -1.49773 0.75799 7.02584
H: -2.73054 1.13276 4.60312
H: -1.21661 1.95619 4.97962
H: -1.52399 -0.60975 3.36132
H: -0.46572 0.79265 3.05039
O: -1.58343 6.31168 8.72272
C: -0.67755 5.99014 8.01474
O: 0.29438 5.13260 8.41086
C: 1.30222 5.01449 7.38853
C: 0.61067 5.42860 6.09756
C: -0.39860 6.46123 6.59834
H: 2.13292 5.67471 7.64503
H: 1.66419 3.98994 7.36505
H: 1.29914 5.80385 5.34384
H: 0.08331 4.57334 5.67163
H: 0.02710 7.46432 6.64380
H: -1.31427 6.47536 6.01485
O: -4.17579 -7.41845 3.16303
C: -4.97530 -7.57766 2.28469
O: -5.25371 -6.62395 1.37408
C: -6.31328 -7.05526 0.50396
C: -6.30462 -8.57568 0.59168
C: -5.82940 -8.80462 2.02659
H: -7.24962 -6.62277 0.86263
H: -6.11449 -6.68581 -0.49824
H: -7.26887 -9.02378 0.36187
H: -5.57068 -8.98066 -0.10599
H: -6.65405 -8.80866 2.74057
H: -5.24144 -9.71072 2.13718

Properties
HOMO-LUMO gap, eV: 10.29
LUMO level, eV: 0.416
E_HOMO, eV: -9.87
ΔE to the lowest compared entry with this formula, charge and spin, kcal per mole: 0.00
DFT total energy, eV: -114876.3568

Atomic partial charges in e from the Löwdin method, atoms 1 to 5:
1. C -0.022
2. C -0.419
3. F -0.088
4. C -0.224
5. Si 0.584

=====

[5]
Density functional theory data (the ωB97M-V functional and the def2-TZVPD basis) for a single C3H4ClF molecule in a non-equilibrium geometry.

CARTESIAN COORDINATES (ANGSTROEM)
C: -1.05946 -0.34067 0.76015
C: 0.17539 -0.31248 0.46224
F: 0.85288 -0.80569 1.37514
C: 0.73019 0.26900 -0.88601
Cl: -0.44844 0.43792 -2.08489
H: -1.41368 -0.36763 1.83565
H: -1.79733 -0.02044 0.21752
H: 1.80646 -0.18101 -1.04485
H: 1.15398 1.32100 -0.63494

Properties
HOMO-LUMO gap, eV: 10.47
LUMO level, eV: 0.920
Structure (SMILES): C=C(F)CCl
E_HOMO, eV: -9.56
ΔE to the lowest compared entry with this formula, charge and spin, kcal per mole: 43.67
DFT total energy, eV: -18413.1803

Atomic partial charges in e from the natural (NBO) method, atoms 1 to 5:
1. C -0.495
2. C 0.404
3. F -0.293
4. C -0.523
5. Cl 0.046

=====

[6]
Density functional theory data (the ωB97M-V functional and the def2-TZVPD basis) for 2 unconnected molecules or ions with the total composition C31H34N2O2 in a non-equilibrium geometry.

CARTESIAN COORDINATES (ANGSTROEM)
C: -0.92711 0.98515 5.51420
N: -1.43545 0.60349 4.21966
C: -2.72727 0.86475 3.86430
O: -3.59467 1.37004 4.57525
C: -2.90830 0.43286 2.41683
C: -3.27163 1.62454 1.52362
C: -2.18559 2.67598 1.52218
C: -2.15242 3.66101 2.51843
C: -1.12959 4.60991 2.53128
C: -0.13825 4.57868 1.54406
C: -0.19310 3.62197 0.52507
C: -1.22468 2.68163 0.50605
N: -1.62208 -0.17850 2.09793
C: -1.38699 -0.78631 0.91844
C: -0.20153 -1.42163 0.55100
C: -0.02780 -2.05950 -0.67391
C: 1.16516 -2.74493 -1.08942
C: 1.16311 -3.56804 -2.25490
C: 2.30967 -4.23207 -2.68054
C: 3.50631 -4.11155 -1.95241
C: 3.53778 -3.31424 -0.79904
C: 2.39291 -2.63960 -0.37153
C: -0.64985 -0.08955 3.21461
C: 0.62614 0.71608 2.85377
C: 1.75352 0.09691 3.67894
C: 1.24641 -1.23938 4.26770
C: -0.17786 -1.46748 3.76667
H: -1.72570 1.48826 6.06461
H: -0.60217 0.11158 6.08889
H: -0.08294 1.67757 5.41930
H: -3.70730 -0.33202 2.38331
H: -3.46402 1.25316 0.50759
H: -4.19850 2.04406 1.94214
H: -2.94230 3.67950 3.27741
H: -1.11053 5.36722 3.31792
H: 0.67040 5.30993 1.56168
H: 0.56096 3.59400 -0.26336
H: -1.29367 1.94319 -0.29943
H: -2.23019 -0.78494 0.22390
H: 0.61930 -1.43293 1.26647
H: -0.86261 -2.06751 -1.37821
H: 0.22895 -3.66414 -2.81478
H: 2.27857 -4.84901 -3.58317
H: 4.40561 -4.63391 -2.28295
H: 4.46512 -3.21438 -0.22896
H: 2.43386 -2.00971 0.52001
H: 0.81344 0.62125 1.77818
H: 0.46000 1.78240 3.06651
H: 2.64388 -0.07052 3.05713
H: 2.05024 0.78022 4.48617
H: 1.90895 -2.06663 3.97696
H: 1.25884 -1.19022 5.36526
H: -0.86318 -1.79750 4.55963
H: -0.20305 -2.20515 2.95883
C: 1.33272 1.36571 -7.77813
C: 0.74025 0.44752 -6.73228
C: 0.50602 -0.89342 -7.07727
C: -0.05940 -1.76022 -6.12884
C: -0.39103 -1.31631 -4.86721
C: -0.15642 0.05761 -4.43006
O: -0.42932 0.44725 -3.26678
C: 0.42607 0.90797 -5.46580
H: 1.48371 2.36914 -7.37012
H: 2.30002 0.99584 -8.14412
H: 0.68073 1.45149 -8.65829
H: 0.76346 -1.24111 -8.08331
H: -0.24301 -2.80061 -6.40256
H: -0.83570 -1.98532 -4.13604
H: 0.62307 1.95049 -5.21853

Properties
HOMO-LUMO gap, eV: 2.94
LUMO level, eV: -2.233
E_HOMO, eV: -5.17
ΔE to the lowest compared entry with this formula, charge and spin, kcal per mole: 14.44
DFT total energy, eV: -39772.0176

Atomic partial charges in e from the natural (NBO) method, atoms 1 to 5:
1. C -0.420
2. N -0.456
3. C 0.695
4. O -0.611
5. C -0.127